Entry from the Open Molecules 2025 dataset: a structure of composition C9H52CdNO18 in a non-equilibrium geometry (ωB97M-V with the def2-TZVPD basis set).

Geometry as XYZ:
```
81
Properties=species:S:1:pos:R:3:forces:R:3:lowdin_charge:R:1
Cd -1.17270 -0.81307 -4.02580 0.359 0.505 1.731 1.4713
C -0.19262 2.61898 -1.52973 -0.318 0.335 -0.310 -0.0345
C 0.67837 1.41498 -1.17987 1.080 1.283 0.834 -0.4908
C 1.41198 1.83374 0.12572 0.804 -0.507 -0.136 -0.1266
C 2.08051 0.65291 0.81032 -0.408 -0.317 1.399 -0.1723
C 1.07303 -0.46352 1.01777 -0.592 0.122 -0.491 -0.1315
C 0.43298 -0.94632 -0.30040 0.620 -1.072 0.905 -0.4938
N -0.11929 0.22207 -0.94306 -0.238 0.252 -0.594 -0.1226
O -0.89789 -0.08554 -2.05760 -1.514 0.189 -0.169 -0.3885
C -0.69201 -1.90453 0.15251 -0.107 0.755 -0.692 -0.0124
C 1.48893 -1.78332 -1.06543 -0.362 0.145 -0.034 -0.0128
C 1.71922 1.27778 -2.30842 -0.717 -0.676 -0.026 -0.0244
H 0.38767 3.52886 -1.35399 0.167 -0.088 -0.055 0.0848
H -1.07698 2.73582 -0.90044 -0.009 -0.313 -0.038 0.0717
H -0.48429 2.64305 -2.58247 -0.180 -0.138 0.075 0.0862
H 0.77787 2.38639 0.81882 -0.377 -0.382 -0.035 0.0937
H 2.21650 2.54011 -0.10245 -0.234 0.133 -0.434 0.1256
H 2.34194 0.92136 1.84199 0.346 0.299 -0.227 0.0933
H 3.00063 0.31601 0.32904 -0.081 0.011 -0.237 0.1054
H 0.23928 -0.07350 1.61278 0.141 0.202 0.078 0.1083
H 1.43476 -1.31509 1.59480 0.346 0.004 -0.173 0.1271
H -1.38257 -1.35736 0.79524 0.032 -0.122 0.157 0.0722
H -0.24435 -2.73613 0.68719 -0.103 -0.104 0.052 0.0761
H -1.29598 -2.27048 -0.67700 0.184 -0.121 -0.008 0.0552
H 1.12345 -2.14862 -2.02783 -0.050 0.178 -0.043 0.0499
H 1.66946 -2.66484 -0.45081 0.242 -0.029 -0.066 0.0884
H 2.42694 -1.24892 -1.20968 0.011 -0.072 0.000 0.0610
H 2.58467 0.68506 -2.01516 0.059 0.191 0.186 0.0505
H 2.00895 2.25775 -2.67672 0.167 -0.023 -0.030 0.1035
H 1.18575 0.72792 -3.08722 0.299 0.258 -0.142 0.0355
O -0.92924 -2.82872 -3.37706 0.571 -1.242 -0.212 -0.1655
H -1.49552 -3.36011 -2.74813 -0.876 0.347 -0.023 0.0349
H -0.33993 -3.45945 -3.80919 -0.132 0.086 -0.111 0.0676
O 2.21077 -0.62327 4.49268 -0.137 -0.072 -0.101 -0.0594
H 1.24410 -0.53697 4.53152 0.025 0.004 0.000 -0.0080
H 2.53983 0.26830 4.35709 0.038 -0.013 0.022 0.0093
O -2.36336 0.89808 2.53881 0.358 0.042 -0.157 -0.0415
H -2.34842 1.81898 2.81875 -0.122 -0.017 -0.017 0.0645
H -2.09805 0.91536 1.60409 -0.179 -0.064 0.005 0.0409
O -3.32197 3.70873 0.31739 -0.003 0.016 0.047 -0.0405
H -4.09745 4.05940 -0.13772 0.067 -0.052 -0.034 0.0683
H -3.44405 3.96684 1.23714 -0.030 0.024 -0.037 0.0545
O -3.59958 -1.78702 2.58850 0.297 -0.103 -0.028 -0.0451
H -3.04034 -2.32564 3.16489 -0.086 -0.075 -0.110 0.0402
H -3.22280 -0.89797 2.63193 -0.178 0.048 0.127 0.0020
O 0.74357 2.38947 3.53130 0.109 0.150 -0.112 -0.0379
H 0.15671 2.29859 4.28771 0.044 0.014 0.028 0.0380
H 1.60167 2.60564 3.91612 -0.071 0.052 0.016 0.0617
O -1.53050 5.97957 -2.27434 -0.019 -0.095 0.031 -0.0568
H -0.78493 5.51385 -1.88138 -0.032 0.059 0.029 0.0129
H -1.97971 6.38901 -1.52758 0.052 0.012 -0.035 0.0346
O -3.05976 -3.75532 -2.16522 0.430 -0.166 0.159 -0.0623
H -3.39324 -3.19536 -1.42585 -0.173 0.309 0.003 0.0211
H -3.14600 -4.66359 -1.85164 -0.050 0.043 -0.068 0.0756
O -3.28455 0.90149 -0.52660 0.435 -0.028 -0.011 -0.0648
H -3.12538 1.82579 -0.27255 -0.343 -0.044 -0.030 -0.0059
H -2.51676 0.66355 -1.07547 0.104 -0.096 -0.007 0.0055
O 0.58054 -5.73789 -1.74739 -0.037 0.036 -0.098 -0.0516
H 0.87417 -5.04459 -2.34395 0.166 0.018 0.092 0.0072
H 1.22245 -6.44681 -1.87203 -0.083 -0.015 0.054 0.0473
O -1.42819 -4.24696 2.75687 0.030 0.066 -0.100 -0.0445
H -1.24548 -5.15877 2.50601 -0.054 0.022 0.073 0.0452
H -0.59138 -3.78688 2.63433 -0.009 -0.035 0.101 0.0255
O -0.76323 -0.24268 4.71951 0.143 0.111 -0.253 -0.0475
H -1.18566 0.06940 3.89940 -0.003 -0.038 0.137 0.0030
H -0.76432 0.51694 5.30999 -0.155 -0.172 0.167 0.0444
O 0.72165 -0.33795 -5.04524 0.445 0.159 -1.336 -0.1270
H 1.67075 -0.34095 -4.84241 -0.126 -0.060 0.258 0.0789
H 0.65378 0.04295 -5.93454 0.174 -0.037 0.097 0.0856
O -4.05418 -2.00934 -0.22844 0.322 -0.336 -0.275 -0.0604
H -3.69942 -2.27183 0.64002 -0.317 0.360 0.144 0.0270
H -3.95220 -1.04511 -0.26934 -0.023 -0.069 0.094 0.0226
O 1.18939 4.98172 1.62603 -0.053 -0.136 -0.005 -0.0573
H 0.75912 4.28052 2.13178 0.053 0.017 0.059 -0.0045
H 2.11739 4.72547 1.60688 -0.017 0.093 -0.014 0.0362
O 5.66415 -0.10745 2.47088 -0.080 0.039 -0.118 -0.0504
H 5.61809 -1.03598 2.22054 0.015 0.010 0.095 0.0379
H 4.87724 0.28758 2.08160 0.017 -0.038 0.027 0.0050
O 4.69141 -0.04355 -3.80258 -0.326 -0.173 -0.133 -0.0459
H 4.01782 0.18737 -3.15453 0.144 0.074 0.076 -0.0131
H 4.92684 -0.95600 -3.60072 0.107 0.070 0.009 0.0426
```
Forces are in eV/Å.

highest occupied orbital energy: -10.40 eV
energy above the lowest of the compared OMol25 structures with the same formula, charge and spin: 0.0 kcal/mol
maximum force: 1.87 eV Å⁻¹
LUMO level: -0.20622 Ha
net charge: +1